## P
140
Properties=species:S:1:pos:R:3 method="wB97M-V/def2-TZVPD" homo_lumo_gap_ha=0.3383 lumo_energy_ha=-0.0031 multiplicity=1
C 0.83383 2.11381 -3.46243
C 0.78572 2.98104 -2.18350
O 1.11278 4.35460 -2.45361
O 2.17919 2.07042 -3.88847
H 0.29503 2.57256 -4.29149
H 0.51129 1.08223 -3.32133
H 1.38184 2.58038 -1.36361
H -0.18763 2.95681 -1.69350
H 1.29879 4.76123 -1.60410
H 2.56661 2.93960 -4.01509
C 4.78070 -1.76240 4.13950
C 4.46409 -1.13638 5.53630
O 4.09689 0.24978 5.44529
O 3.70905 -1.47462 3.30515
H 5.13277 -2.79220 4.07899
H 5.56428 -1.14116 3.70572
H 5.29108 -1.39017 6.19946
H 3.62014 -1.72392 5.89774
H 3.22110 0.28188 5.05343
H 3.85064 -1.66777 2.37550
C 0.56345 -2.13746 -3.69437
C 1.09205 -2.23308 -5.13103
O 2.41082 -2.68693 -4.97175
O -0.80203 -1.71400 -3.62407
H 1.13464 -1.39581 -3.13597
H 0.58961 -3.09592 -3.17595
H 0.94752 -1.23808 -5.55195
H 0.50222 -2.98914 -5.64927
H 2.91495 -1.90413 -4.73790
H -1.30452 -2.26279 -3.01749
C -0.85601 -0.57634 0.94306
C 0.70310 -0.30469 0.72062
O 1.11369 -0.84344 -0.48994
O -1.65420 0.25554 0.07793
H -1.10494 -0.10166 1.89217
H -1.10204 -1.63332 0.84128
H 1.29903 -0.71861 1.53404
H 0.91931 0.76094 0.79668
H 0.79580 -1.74927 -0.48740
H -1.64024 -0.11502 -0.80756
C 4.38551 -1.27697 -2.63781
C 4.76506 -0.31333 -3.77343
O 3.64833 -0.21302 -4.59354
O 3.62359 -0.59604 -1.60452
H 5.27214 -1.70553 -2.17056
H 3.80377 -2.11208 -3.02803
H 5.65443 -0.58407 -4.34247
H 4.90100 0.71138 -3.42763
H 3.19425 0.56967 -4.27288
H 2.68107 -0.77827 -1.61204
C 1.92147 -3.75073 0.60695
C 3.41468 -3.59394 0.40709
O 3.85579 -2.24720 0.69594
O 1.23918 -3.51404 -0.65562
H 1.58099 -3.09867 1.41131
H 1.73101 -4.76584 0.95535
H 3.56793 -3.98919 -0.59710
H 3.94209 -4.25489 1.09489
H 3.45537 -1.66222 0.04859
H 1.51427 -4.25437 -1.20137
C -3.26952 0.32909 5.55061
C -1.92132 -0.45126 5.32463
O -1.06815 0.18021 4.37395
O -3.01151 1.69735 5.93975
H -3.88267 -0.20085 6.27952
H -3.87557 0.36850 4.64548
H -1.96214 -1.52442 5.13820
H -1.53898 -0.37491 6.34251
H -1.23222 1.12371 4.44097
H -3.83320 2.17795 5.81549
C 1.00925 3.25249 4.60508
C 1.79887 2.21469 3.76188
O 1.57720 0.93642 4.32621
O -0.43074 3.11767 4.47129
H 1.18753 4.25713 4.22165
H 1.32362 3.24181 5.64870
H 2.87079 2.41227 3.76778
H 1.47853 2.25512 2.72080
H 0.67838 0.61618 4.22049
H -0.78800 3.71970 3.81439
C 6.03534 0.35211 1.04000
C 4.66370 1.03098 1.15303
O 4.13259 1.64074 0.01684
O 7.12162 1.14595 0.49872
H 5.79514 -0.35822 0.24890
H 6.44547 -0.07988 1.95284
H 4.63580 1.81703 1.90765
H 3.92214 0.31984 1.51698
H 4.29977 1.07306 -0.73906
H 7.51058 1.65678 1.21241
C -2.22445 4.74681 -3.09473
C -3.36890 3.87276 -2.48441
O -2.91431 2.78454 -1.70613
O -2.78228 5.85964 -3.72670
H -1.57528 4.13626 -3.72235
H -1.53716 5.21641 -2.39102
H -4.02382 3.50377 -3.27373
H -3.97140 4.48491 -1.81332
H -2.70661 1.95584 -2.14398
H -2.21766 5.96626 -4.49576
C -1.95350 -4.43223 2.96447
C -2.36304 -5.56761 1.98661
O -2.96090 -6.71285 2.59059
O -1.46321 -4.91275 4.20620
H -2.68758 -3.62674 2.98445
H -1.16531 -3.82323 2.52176
H -1.57747 -6.03510 1.39294
H -2.97644 -5.22659 1.15262
H -3.75140 -6.50406 3.09368
H -2.17250 -5.36449 4.66926
C -5.55679 -0.30716 -1.70487
C -4.97154 -1.62589 -1.60920
O -4.48617 -2.18077 -2.79699
O -6.90255 -0.38860 -2.20930
H -4.94083 0.36470 -2.30262
H -5.58093 0.09965 -0.69392
H -5.72855 -2.30686 -1.22021
H -4.08294 -1.51603 -0.98758
H -5.16336 -2.11615 -3.47437
H -6.94401 -0.90518 -3.01740
C -2.80777 0.50836 -4.58605
C -1.94856 0.82064 -5.85757
O -2.12168 2.15986 -6.29612
O -2.01292 0.80972 -3.36866
H -2.97050 -0.56943 -4.58442
H -3.80787 0.94147 -4.60402
H -2.35327 0.19213 -6.65084
H -0.88363 0.65318 -5.69639
H -3.05902 2.36279 -6.33862
H -1.34208 0.12436 -3.41178
C -4.10548 2.18449 2.51105
C -4.51881 3.40113 1.62547
O -3.38150 3.75303 0.91745
O -4.14496 1.05573 1.73675
H -4.69841 2.05634 3.41666
H -3.07401 2.28653 2.84832
H -4.77174 4.24465 2.26782
H -5.31967 3.27418 0.89705
H -3.42275 3.54276 -0.01833
H -3.35872 1.06783 1.18604



## Q
140
Properties=species:S:1:pos:R:3 method="wB97M-V/def2-TZVPD" homo_lumo_gap_ha=0.3703 lumo_energy_ha=0.0112 multiplicity=1
C -1.90738 -4.38442 -0.32594
C -1.60532 -4.40600 -1.81183
O -0.72610 -5.49972 -2.07075
O -0.79008 -4.64374 0.40787
H -2.65274 -5.19371 -0.18323
H -2.29145 -3.40790 -0.00292
H -1.17145 -3.47631 -2.11459
H -2.53887 -4.50495 -2.36613
H 0.16193 -5.12715 -2.29197
H -0.15417 -5.07503 -0.16745
C 0.72319 -3.40109 3.68497
C 0.38389 -4.86162 3.44704
O -1.01779 -5.03229 2.98842
O 0.44752 -2.51180 2.57914
H 1.70425 -3.28180 4.09286
H 0.03600 -3.15295 4.51857
H 0.53108 -5.45089 4.34059
H 1.06455 -5.28546 2.70339
H -1.06550 -4.99684 2.01818
H 1.13855 -2.60860 1.91973
C -0.20079 1.36412 -4.10059
C -0.53075 0.93405 -5.54608
O -1.66572 0.05410 -5.50232
O -1.24362 2.11103 -3.48798
H 0.75397 1.91092 -4.12865
H 0.00656 0.43084 -3.49747
H 0.34325 0.33384 -5.83495
H -0.80208 1.71411 -6.20167
H -2.42718 0.57235 -5.79557
H -2.05739 1.65554 -3.69217
C 4.25255 0.74443 -4.08718
C 3.82913 0.37847 -2.67606
O 4.69990 0.99970 -1.72946
O 4.07535 2.10832 -4.36438
H 3.60652 0.28736 -4.86319
H 5.26502 0.42077 -4.37429
H 3.86403 -0.74553 -2.51998
H 2.84905 0.73665 -2.50033
H 4.20423 1.48911 -1.04084
H 4.59626 2.63496 -3.75372
C -4.12718 0.83053 0.80248
C -4.47556 0.81833 2.31044
O -5.73062 0.16896 2.50118
O -5.20511 1.43003 0.07814
H -4.00345 -0.16722 0.37949
H -3.17204 1.33937 0.68895
H -4.56039 1.87596 2.55911
H -3.66165 0.33875 2.88796
H -6.30574 0.88899 2.27318
H -5.06104 2.39466 0.13961
C 0.93160 -2.24688 -3.71413
C 1.87540 -2.91591 -2.78755
O 1.68471 -4.34719 -2.71468
O 1.11361 -2.79358 -5.02574
H 1.29837 -1.19873 -3.75037
H -0.09506 -2.33445 -3.36009
H 1.71562 -2.50879 -1.77381
H 2.87674 -2.73168 -3.10083
H 2.23866 -4.73742 -3.39580
H 0.23993 -3.09329 -5.32137
C -3.67080 -2.87127 4.39059
C -3.71275 -2.88675 2.87884
O -2.52737 -2.31626 2.30601
O -2.55668 -3.71361 4.90377
H -4.57651 -3.28024 4.84077
H -3.60017 -1.81553 4.75845
H -4.53104 -2.19379 2.61294
H -3.96376 -3.91466 2.50126
H -1.77166 -2.90843 2.50574
H -2.28550 -4.30390 4.17830
C 2.17637 5.11668 -0.29961
C 2.24033 3.86734 -1.20214
O 2.73562 2.74709 -0.51458
O 1.23575 5.08412 0.83332
H 1.85209 5.98623 -0.88349
H 3.17720 5.27697 0.05308
H 2.90640 3.97781 -2.08762
H 1.21962 3.68190 -1.57093
H 1.99706 2.16428 -0.33241
H 1.34456 4.33592 1.43938
C 5.04696 -1.61353 1.03172
C 3.75965 -0.99354 1.63879
O 2.80987 -0.75226 0.63593
O 5.87099 -0.74350 0.35771
H 4.71534 -2.49941 0.41265
H 5.68381 -2.08961 1.82040
H 4.09083 -0.09758 2.21308
H 3.41586 -1.74324 2.36567
H 2.30771 0.02331 0.91760
H 5.44614 -0.37011 -0.42058
C 4.74798 3.15738 2.63865
C 3.64469 3.74451 3.55620
O 2.35365 3.26959 3.18683
O 4.71304 3.69976 1.34745
H 4.52776 2.06221 2.62049
H 5.71128 3.29980 3.15844
H 3.62834 4.83270 3.47105
H 3.92471 3.46376 4.59949
H 2.32418 2.32506 3.35245
H 3.92397 3.33450 0.90061
C -1.27513 3.97985 -0.96226
C -2.79834 3.67934 -1.18793
O -3.60017 3.98548 -0.01955
O -1.26966 5.19815 -0.17565
H -0.67252 4.13259 -1.86085
H -0.81206 3.19526 -0.37839
H -3.07247 2.66292 -1.46830
H -3.10211 4.32113 -2.01757
H -3.01490 4.50814 0.56240
H -0.39054 5.26615 0.25589
C 0.27259 0.35003 4.22333
C -0.79453 1.37858 3.84035
O -0.30850 2.21083 2.74241
O 1.51366 0.98514 4.64136
H 0.49558 -0.17187 3.28974
H -0.01357 -0.36013 4.99846
H -1.04677 2.00407 4.69561
H -1.67410 0.81925 3.46716
H 0.43296 2.76149 3.05448
H 1.35401 1.41326 5.47456
C -0.48144 -0.83429 0.18962
C 0.19070 0.27859 -0.58719
O 0.77991 1.22096 0.33613
O -1.29467 -0.20910 1.24213
H 0.23151 -1.48609 0.74637
H -1.05306 -1.39736 -0.53721
H -0.48109 0.80767 -1.27005
H 0.98858 -0.13393 -1.22806
H 0.08409 1.43091 0.98943
H -1.80115 -0.96589 1.65833
C -3.46454 -0.61570 -2.17614
C -4.60671 0.17756 -2.81452
O -4.01789 1.27441 -3.44596
O -2.55600 -1.25170 -3.09874
H -3.87091 -1.40684 -1.53558
H -2.90306 0.04789 -1.53487
H -5.18035 0.54052 -1.92841
H -5.31088 -0.39993 -3.44536
H -4.48053 2.09992 -3.30571
H -2.59669 -0.68436 -3.89090



It is Q that is the most stable of them.